Entry from the OMol25 dataset: a structure of composition C27H35BaGe2O2SSe2 (the ωB97M-V functional and the def2-TZVPD basis).

```
70
Properties=species:S:1:pos:R:3:lowdin_spin:R:1
Ba -0.084 -0.223 0.964 0.025
O 0.242 -1.197 3.063 0.000
C -0.957 -0.850 3.273 0.000
O -1.381 0.291 2.918 0.001
C -1.924 -1.878 3.785 0.000
C -2.357 -1.818 5.103 0.000
C -3.232 -2.771 5.609 0.000
C -3.673 -3.780 4.755 0.000
C -3.253 -3.823 3.433 0.000
C -2.369 -2.876 2.889 0.000
S -1.903 -2.909 1.172 0.000
H -1.998 -1.014 5.737 0.000
H -3.558 -2.725 6.641 0.000
H -4.358 -4.539 5.119 0.000
H -3.612 -4.601 2.768 0.000
C -3.133 -3.398 -3.844 0.001
Se -3.372 -1.709 -2.927 0.009
C -2.804 -0.588 -4.428 0.047
C -1.336 -0.668 -4.759 0.357
Se -0.128 0.089 -2.682 0.172
C 0.449 -1.761 -2.534 -0.002
H -3.817 -3.505 -4.685 0.000
H -3.333 -4.182 -3.114 0.000
H -2.103 -3.498 -4.186 0.000
H -3.078 0.424 -4.118 0.002
H -3.482 -0.845 -5.252 0.017
H -1.018 0.096 -5.470 0.007
H -0.998 -1.655 -5.081 0.018
H 1.009 -2.050 -3.420 0.001
H -0.426 -2.400 -2.418 0.002
H 1.095 -1.840 -1.659 -0.001
C 3.958 -0.934 3.293 0.000
Ge 4.216 0.765 2.338 0.000
C 4.946 0.258 0.585 0.001
C 5.726 1.615 3.252 0.000
Ge 2.053 1.847 2.005 0.011
C 2.634 3.602 1.194 0.000
C 1.647 4.540 0.858 0.000
C 1.945 5.760 0.260 0.000
C 3.260 6.085 -0.052 0.000
C 4.262 5.172 0.251 0.000
C 3.949 3.961 0.865 0.000
C 1.652 2.500 3.898 0.004
C 2.478 2.320 5.017 0.001
C 2.108 2.728 6.297 0.000
C 0.882 3.347 6.506 0.000
C 0.034 3.534 5.421 0.000
C 0.413 3.105 4.152 0.000
H 4.921 -1.443 3.409 0.000
H 3.277 -1.586 2.742 0.000
H 3.512 -0.776 4.278 0.000
H 5.736 -0.489 0.714 0.000
H 5.357 1.124 0.060 0.000
H 4.156 -0.161 -0.043 0.002
H 6.569 0.916 3.199 0.000
H 5.506 1.819 4.301 0.000
H 6.017 2.556 2.779 0.000
H 0.605 4.311 1.065 0.000
H 1.142 6.451 0.024 0.000
H 3.499 7.028 -0.531 0.000
H 5.296 5.400 0.013 0.000
H 4.764 3.283 1.092 0.000
H 3.445 1.847 4.897 0.000
H 2.782 2.559 7.130 0.000
H 0.586 3.661 7.501 0.000
H -0.939 3.993 5.561 0.000
H -0.297 3.222 3.339 0.000
C 1.332 0.827 -1.543 0.303
H 1.176 1.911 -1.475 0.010
H 2.332 0.652 -1.955 0.012
```

Its LUMO energy (alpha / beta) is 4.119 / 4.098 eV. As for the spin multiplicity: 2. For the gap between HOMO and LUMO (alpha / beta), the calculation gives 4.98 / 5.39 eV. The HOMO energy (alpha / beta) is -0.8568 / -1.2874 eV. As for the charge: -2. The strongest force on any atom comes out at 4.28 eV/Å.